This record from the OMol25 dataset describes 4 unconnected molecules or ions with the total composition C13H39N3O4P in a non-equilibrium geometry. The level of theory is wB97M-V/def2-TZVPD.

Geometry as XYZ:
```
60
C13H39N3O4P | the OMol25 dataset | wB97M-V/def2-TZVPD
N 4.72 2.85 -1.62
C 3.47 3.19 -0.99
N 2.52 2.04 -1.14
P 0.90 2.44 -0.29
N 0.13 3.23 -1.55
O 0.33 0.95 -0.38
H 5.46 3.45 -1.29
H 5.00 1.90 -1.40
H 3.00 4.04 -1.49
H 3.52 3.43 0.08
H 2.91 1.19 -0.72
H 2.40 1.85 -2.14
H 0.11 4.22 -1.31
H 0.52 3.17 -2.49
H -0.30 0.86 0.34
C 0.12 0.13 -5.27
C 0.29 1.63 -5.48
O 1.59 2.11 -5.14
C 2.67 1.54 -5.87
C 2.58 1.76 -7.37
H 0.33 -0.14 -4.24
H -0.91 -0.15 -5.50
H 0.77 -0.45 -5.91
H -0.40 2.17 -4.83
H 0.03 1.90 -6.51
H 2.77 0.48 -5.65
H 3.56 2.04 -5.48
H 1.71 1.27 -7.81
H 3.47 1.35 -7.85
H 2.52 2.82 -7.60
C -0.69 -4.25 2.28
C -0.66 -2.73 2.22
O 0.56 -2.15 2.64
C 1.71 -2.52 1.91
C 1.66 -2.10 0.45
H -0.48 -4.59 3.29
H -1.68 -4.61 1.99
H 0.04 -4.70 1.61
H -1.42 -2.32 2.89
H -0.92 -2.39 1.21
H 1.92 -3.59 2.01
H 2.53 -2.00 2.41
H 0.85 -2.60 -0.09
H 2.59 -2.35 -0.05
H 1.49 -1.03 0.39
C -2.37 -0.70 5.33
C -3.35 -1.21 6.37
O -4.47 -0.38 6.56
C -5.30 -0.16 5.44
C -5.91 -1.42 4.85
H -2.02 0.30 5.60
H -1.50 -1.36 5.27
H -2.81 -0.64 4.34
H -2.86 -1.26 7.34
H -3.67 -2.23 6.12
H -4.75 0.40 4.66
H -6.09 0.50 5.79
H -5.15 -2.10 4.47
H -6.57 -1.16 4.02
H -6.49 -1.95 5.61
```

Output
Multiplicity = 1
Molecular weight = 332.45 g mol⁻¹
Energy = -1325.036401 Ha
Net charge = +1
HOMO-LUMO gap = 8.23 eV
E_LUMO = -2.89 eV

Löwdin population analysis, charges in e, atoms 1 to 4: 0.03 -0.30 -0.08 0.86